A 2-piece molecular cluster, C28H38NO7 overall at a distorted geometry, computed with ωB97M-V/def2-TZVPD.

Values from the calculation:
Molar mass, g mol⁻¹: 500.6
Charge: -1
Relative energy (zero: lowest compared OMol25 entry of this formula, charge and spin), kJ/mol: 1.79
HOMO energy, eV: -3.62
Total energy, eV: -45473.7619
LUMO level, eV: 2.10
Gap between HOMO and LUMO, hartree: 0.21033
Multiplicity: 1

Geometry as XYZ:
```
74
C28H38NO7, DFT ωB97M-V/def2-TZVPD
C -2.781 -4.840 -1.290
C -1.799 -3.688 -1.491
C -2.055 -2.946 -2.791
C -0.941 -1.959 -3.136
C -0.701 -0.875 -2.131
C 0.671 -0.496 -1.860
O 1.093 0.351 -1.083
O 1.546 -1.255 -2.569
C 2.899 -1.012 -2.148
C 3.824 -1.733 -3.089
C -1.697 0.171 -2.083
O -1.570 1.339 -1.727
O -2.878 -0.285 -2.575
C -3.965 0.648 -2.408
C -5.120 0.169 -3.242
H -2.577 -5.348 -0.346
H -3.818 -4.488 -1.276
H -2.680 -5.570 -2.100
H -1.863 -2.966 -0.664
H -0.767 -4.069 -1.496
H -2.153 -3.663 -3.618
H -2.989 -2.379 -2.727
H 0.011 -2.487 -3.266
H -1.195 -1.487 -4.102
H 3.089 0.067 -2.150
H 3.000 -1.378 -1.118
H 4.849 -1.470 -2.832
H 3.719 -2.817 -2.998
H 3.652 -1.446 -4.130
H -4.212 0.680 -1.339
H -3.622 1.638 -2.730
H -5.973 0.827 -3.084
H -4.874 0.203 -4.306
H -5.429 -0.847 -2.983
C -0.968 -4.414 4.404
O -1.333 -3.382 3.457
C -0.586 -2.275 3.272
C -0.920 -1.360 2.288
C -0.241 -0.116 2.180
C -0.509 0.738 1.083
C 0.094 2.002 0.883
C 1.424 2.338 1.281
C 1.930 3.612 1.125
C 1.260 4.547 0.293
N 1.846 5.722 -0.066
C 1.499 6.405 -1.298
C 2.990 6.254 0.654
C -0.048 4.210 -0.162
C -0.637 3.039 0.238
C 0.646 0.248 3.230
C 1.206 -0.707 4.050
O 2.292 -0.408 4.804
C 3.277 -1.428 5.125
C 0.613 -2.046 4.097
O 1.061 -2.946 4.854
H -1.860 -5.045 4.394
H -0.106 -4.983 4.041
H -0.789 -4.023 5.410
H -1.730 -1.596 1.593
H -1.345 0.480 0.441
H 2.044 1.562 1.730
H 2.878 3.881 1.601
H 0.460 6.221 -1.586
H 1.640 7.477 -1.132
H 2.141 6.088 -2.137
H 2.820 6.192 1.738
H 3.926 5.723 0.414
H 3.100 7.307 0.373
H -0.619 4.900 -0.780
H -1.686 2.876 0.019
H 0.959 1.281 3.364
H 4.025 -0.895 5.715
H 2.821 -2.245 5.694
H 3.731 -1.820 4.208
```